Here is an isolated ion of composition C6H10O and charge +1 in a non-equilibrium geometry from the OMol25 dataset. Energies are from ωB97M-V with the def2-TZVPD basis set.

```
17
Properties=species:S:1:pos:R:3:forces:R:3
O 3.258 -1.748 -0.202 -0.75 4.18 0.70
C -0.929 0.368 -0.033 -0.65 0.38 -1.35
C 2.685 -0.447 -0.333 3.44 -4.08 -2.59
C -2.170 0.670 -0.920 -0.68 -0.69 -1.52
C 0.302 0.221 -0.654 0.76 -0.56 -0.06
C -1.067 0.293 1.441 -2.95 -0.33 -0.40
C 1.408 -0.312 0.041 -2.82 1.42 2.44
H -2.641 1.680 -0.751 0.27 -1.14 0.71
H -0.628 -0.556 1.963 0.01 -0.12 -0.27
H 0.376 0.299 -1.740 0.00 0.29 0.27
H -2.186 0.321 1.596 1.19 -0.39 0.37
H 2.738 -2.189 0.489 0.02 -0.46 -0.15
H -1.955 0.782 -2.049 0.32 -0.56 1.79
H -2.993 -0.202 -0.889 1.81 2.03 0.45
H 3.270 0.210 -0.999 -0.34 -0.54 0.29
H -0.735 1.182 1.917 0.64 1.00 0.32
H 1.266 -0.571 1.123 -0.26 -0.41 -1.00
```
Forces are in eV/Å.

Computed properties:
**Frontier orbital gap (spin up / spin down)**: 8.14 / 8.56 eV
**Multiplicity**: 2
**Highest occupied orbital energy (spin up / spin down)**: -13.53 / -15.55 eV
**Charge**: +1
**Energy relative to the best compared isomer or geometry (same formula, charge and spin)**: 168.14 kJ/mol

Löwdin population analysis, charges in e, atoms 1 to 6: number 1, O, carries 0.0942; number 2, C, carries -0.2195; number 3, C, carries 0.0107; number 4, C, carries -0.0388; number 5, C, carries -0.0092; number 6, C, carries -0.0318

Here is C21H28ClF3GdN2O5S as an isolated structure in a non-equilibrium geometry from the OMol25 dataset. Energies are from ωB97M-V with the def2-TZVPD basis set.

```
62
Properties=species:S:1:pos:R:3:forces:R:3
Gd -0.510 0.257 0.185 0.58 -1.88 1.16
Cl -0.599 1.915 -1.748 -0.08 1.15 -1.33
S -1.279 -1.146 3.009 1.57 2.60 -5.07
F -2.886 0.273 4.650 0.54 -0.61 -0.38
F -2.867 -1.873 4.968 0.15 0.24 -0.19
F -1.176 -0.666 5.591 -0.38 -0.09 -0.56
O -1.734 -2.418 2.449 0.75 1.01 2.01
O 0.156 -0.806 3.205 -3.03 -1.56 0.83
O -2.217 -2.245 -2.873 -1.30 0.17 -0.08
O -1.886 -0.003 2.095 0.58 -2.18 2.68
O 2.588 2.977 1.364 -0.46 0.97 0.63
N 0.861 1.571 1.313 3.11 1.44 0.65
N -1.727 -1.216 -0.957 -0.44 -2.27 -2.39
C 0.259 2.264 3.487 0.09 0.30 0.06
C 3.647 -0.021 -1.872 -0.73 -0.27 1.13
C 1.257 -1.515 -2.064 1.34 0.18 0.38
C 2.129 1.765 1.069 -2.57 -0.80 -0.16
C -3.751 -2.001 -0.041 -0.15 -0.08 -0.32
C 0.294 2.731 2.043 0.41 -1.00 -0.41
C -3.650 0.421 -0.730 0.28 -0.22 -0.38
C -3.193 -1.014 -1.054 1.11 -0.21 0.29
C 3.395 -0.830 -2.982 -0.18 0.07 0.09
C -1.108 3.148 1.563 0.45 0.00 -0.22
C 2.053 -2.531 -4.242 0.21 0.17 -0.29
C 3.054 0.730 0.494 0.10 0.19 0.05
C -1.312 -1.969 -1.940 -0.02 1.79 1.92
C 4.969 0.665 -1.729 0.10 0.06 -0.38
C 2.682 0.048 -0.836 0.10 -1.24 -0.73
C 1.502 -0.737 -0.904 -0.58 1.94 -1.58
C 0.084 -2.511 -2.060 -0.20 -0.01 -0.12
C -2.100 -0.827 4.615 -0.61 0.13 1.80
C -3.410 -1.413 -2.516 0.51 -0.20 -0.08
C 2.224 -1.582 -3.099 -0.66 -0.19 1.16
C 1.377 3.770 1.746 0.38 -0.32 -0.25
H -3.346 -0.522 -3.158 -0.29 -0.37 0.01
H 2.076 -3.576 -3.910 -0.04 0.13 -0.10
H -3.392 -1.770 0.970 -0.20 0.01 -0.37
H 4.154 -0.909 -3.761 -0.11 0.03 0.09
H 1.107 4.336 0.844 0.18 0.15 0.40
H 1.613 4.373 2.628 0.17 0.09 -0.42
H 4.008 1.240 0.381 0.10 -0.21 0.26
H -4.835 -1.948 -0.108 -0.27 -0.29 0.27
H -4.728 0.442 -0.913 -0.01 0.25 0.14
H 1.111 -2.341 -4.763 0.09 -0.15 -0.12
H 5.558 0.245 -0.904 -0.05 0.12 -0.11
H -1.353 4.061 2.111 -0.27 -0.01 -0.10
H -0.399 1.397 3.597 0.19 0.44 -0.07
H 4.831 1.736 -1.563 0.22 -0.01 -0.01
H -3.144 1.147 -1.384 -0.22 -0.18 0.16
H 0.091 -3.083 -2.985 0.03 -0.26 0.19
H 2.884 -2.367 -4.926 -0.06 -0.19 -0.29
H -1.100 3.347 0.481 -0.04 0.04 0.32
H -3.455 0.695 0.323 -0.16 -0.31 -0.40
H -3.378 -2.998 -0.305 -0.31 0.05 0.16
H -1.872 2.379 1.777 0.42 0.32 0.11
H -0.093 3.099 4.089 0.01 0.01 0.46
H 3.121 -0.075 1.260 0.06 0.45 -0.32
H 0.228 -3.173 -1.177 -0.10 0.24 -0.45
H 1.270 1.949 3.770 -0.21 0.14 0.23
H 5.516 0.511 -2.658 0.30 0.20 0.01
H 0.718 -1.392 0.725 -0.68 -0.09 0.42
H -4.316 -2.016 -2.642 0.28 0.15 -0.35
```
Forces are in eV/Å.

Computed properties:
**Frontier orbital gap (spin up / spin down)**: 4.70 / 4.42 eV
**Multiplicity**: 8
**Highest occupied orbital energy (spin up / spin down)**: -1.98 / -1.71 eV
**Charge**: -1
**Energy relative to the best compared isomer or geometry (same formula, charge and spin)**: 251.42 kJ/mol

Löwdin population analysis, charges in e, atoms 1 to 6: number 1, Gd, carries 1.0067; number 2, Cl, carries -0.1416; number 3, S, carries 0.5902; number 4, F, carries 0.1138; number 5, F, carries 0.1127; number 6, F, carries 0.1048

Here is C21H23N3O4S in the gas phase in a non-equilibrium geometry from the OMol25 dataset. Energies are from ωB97M-V with the def2-TZVPD basis set.

```
52
Properties=species:S:1:pos:R:3:forces:R:3
S 1.479 -1.529 -0.071 -0.40 0.35 0.18
O 3.758 0.291 -4.787 0.13 -0.06 -0.02
O 1.730 0.770 -5.603 -0.41 0.06 -0.10
O 2.579 -1.420 0.842 0.00 0.19 0.12
O 1.588 -2.469 -1.154 -0.27 0.02 0.03
N 1.124 0.028 -0.603 0.19 -0.92 0.57
N -1.809 1.019 5.433 -0.73 -0.36 0.05
N -3.006 -0.584 4.433 -0.27 -0.21 -0.05
C -1.570 1.982 6.353 -0.03 0.55 0.64
C -1.814 -0.446 3.799 0.18 0.76 0.71
C -1.060 0.546 4.408 0.23 -0.57 -0.77
C -2.330 -2.300 2.265 0.08 0.09 0.04
C -1.469 -1.270 2.654 0.27 -0.29 -0.50
C -3.986 0.583 6.376 -0.08 0.33 0.42
C 2.960 0.675 -2.124 -0.18 0.23 -0.04
C 1.038 0.617 -7.886 0.21 0.03 0.42
C -3.007 0.295 5.414 0.32 0.02 -0.18
C 0.807 -0.183 -3.050 -0.14 0.23 0.06
C 0.164 0.065 -1.684 -0.34 -0.24 -0.46
C -2.030 -3.105 1.183 0.06 0.01 -0.01
C 2.260 0.907 -0.786 0.66 0.05 0.02
C 2.216 0.563 -6.932 0.24 -0.11 -0.40
C -0.865 -2.892 0.460 0.10 -0.09 -0.14
C -3.741 1.558 7.301 -0.24 -0.33 -0.21
C 2.607 0.588 -4.611 0.00 0.18 0.36
C 1.951 0.816 -3.261 0.22 -0.27 -0.09
C -0.301 -1.059 1.923 -0.27 -0.03 0.27
C -0.021 -1.868 0.843 0.40 0.00 -0.39
C -2.518 2.264 7.288 0.37 0.04 -0.19
H -3.231 -2.447 2.839 -0.09 -0.03 0.02
H 2.951 1.342 -7.162 -0.06 -0.15 0.05
H -0.587 -0.699 -1.472 -0.17 0.15 -0.12
H -0.321 1.047 -1.666 -0.02 -0.09 0.04
H 0.060 -0.078 -3.837 -0.01 -0.03 0.02
H -4.477 1.798 8.051 -0.09 -0.01 0.06
H -0.080 0.920 4.196 0.20 0.11 0.00
H 1.386 0.472 -8.904 0.02 -0.01 -0.11
H -4.905 0.023 6.354 -0.10 -0.06 -0.01
H 2.939 0.709 0.043 0.04 0.26 -0.07
H 1.897 1.939 -0.717 -0.01 -0.07 0.05
H -0.619 2.490 6.298 0.03 -0.01 -0.03
H 1.534 1.831 -3.270 0.01 -0.01 -0.03
H -2.702 -3.900 0.898 -0.05 -0.06 -0.02
H 0.541 1.580 -7.814 -0.08 0.09 -0.06
H 2.724 -0.407 -6.974 -0.04 0.17 0.00
H 0.322 -0.163 -7.641 -0.09 -0.08 -0.03
H 0.399 -0.280 2.176 0.04 0.19 0.12
H 3.379 -0.332 -2.139 0.10 0.01 -0.03
H 3.778 1.386 -2.249 0.05 -0.04 0.01
H 1.205 -1.199 -3.065 -0.03 0.02 -0.11
H -0.595 -3.501 -0.389 -0.03 -0.10 -0.10
H -2.331 3.030 8.022 0.09 0.07 0.02
```
Forces are in eV/Å.

Computed properties:
**Frontier orbital gap**: 8.56 eV
**Multiplicity**: 1
**Highest occupied orbital energy**: -8.27 eV
**Charge**: 0
**SMILES**: CCOC(=O)C1CCN(S(=O)(=O)c2cccc(-c3cn4ccccc4n3)c2)CC1
**Energy relative to the best compared isomer or geometry (same formula, charge and spin)**: 145.58 kJ/mol

Löwdin population analysis, charges in e, atoms 1 to 6: number 1, S, carries 0.6880; number 2, O, carries 0.1314; number 3, O, carries -0.0062; number 4, O, carries -0.2775; number 5, O, carries -0.2823; number 6, N, carries -0.2374

Here is C36H90CrCs2LiN6O12PS2 as an isolated structure in a non-equilibrium geometry from the OMol25 dataset. Energies are from ωB97M-V with the def2-TZVPD basis set.

```
151
Properties=species:S:1:pos:R:3:forces:R:3
Cs 2.452 2.709 2.790 -1.20 -0.03 0.09
Cs -4.242 -0.657 1.532 0.35 0.39 0.27
Cr -1.953 2.058 3.983 0.66 1.16 -0.10
S -1.615 4.729 4.228 0.20 0.09 -1.10
S -3.114 0.065 5.228 0.66 1.20 1.01
P -0.768 0.919 1.876 -0.51 1.17 2.80
O -0.686 3.579 4.049 4.23 -1.50 -0.16
O -3.538 0.843 4.059 -3.00 0.66 -3.28
O 0.428 1.426 1.076 -0.55 -1.19 -0.03
O -2.202 1.137 5.727 1.51 -0.22 2.69
O -1.383 -0.489 1.741 0.70 -0.25 -1.92
O -4.146 -0.299 6.159 0.07 -0.40 -0.23
O -1.302 5.498 5.403 -0.28 0.19 0.49
O -1.649 5.507 3.005 -0.34 0.34 0.19
O -1.892 1.975 2.080 -1.17 0.65 -2.88
O -2.768 3.784 4.358 -3.88 0.76 0.74
O -0.490 0.901 3.460 2.40 -1.30 0.39
O -2.356 -1.033 4.649 0.69 -2.39 0.38
N 1.425 -2.149 -3.714 0.94 0.07 0.31
N 0.763 4.908 -2.350 -0.49 0.84 -0.77
N 0.863 -2.188 3.735 -0.77 1.25 -0.26
N -3.412 -3.083 -0.563 -0.06 -0.71 -0.32
N -4.602 1.112 -1.709 0.28 0.38 1.48
N 5.180 0.928 2.431 -0.38 0.76 0.26
C -1.473 4.859 -3.389 -0.78 0.35 0.02
C 2.363 -2.192 -4.851 -0.91 -0.13 0.56
C -5.174 -2.709 -2.281 -0.02 -0.37 -0.50
C -0.286 -3.721 -4.573 -0.13 0.24 -0.76
C 1.872 -1.414 4.459 -0.41 -0.87 1.13
C 5.126 1.199 0.996 0.14 -1.87 0.06
C -1.009 -3.934 -0.776 0.12 -0.15 0.16
C 3.815 -2.369 -4.444 0.14 0.16 -0.01
C 1.631 -0.914 -2.961 0.35 -0.01 0.74
C 5.479 -0.464 2.760 0.72 0.53 0.51
C -4.777 0.860 -3.124 0.64 -0.16 -0.11
C 5.491 -0.706 4.269 -0.74 -0.10 0.04
C 7.525 1.681 2.877 0.00 0.12 1.04
C 2.005 2.837 -1.866 0.15 -0.04 -0.12
C 1.842 5.800 -1.933 0.77 -0.96 0.11
C 1.454 -1.168 5.911 0.25 -0.22 0.32
C 4.084 0.288 0.309 -0.46 0.74 -0.47
C 0.486 -3.444 4.353 0.94 -1.07 -0.72
C -0.644 -4.166 3.630 0.08 -0.63 0.11
C -2.068 1.070 -1.885 -0.17 -0.77 0.00
C -0.157 5.590 -3.272 0.50 0.08 -0.08
C -3.315 1.701 -1.293 0.40 0.28 -0.41
C -3.681 -2.877 -1.992 -0.61 0.92 0.54
C 1.171 -2.232 2.303 0.98 -0.62 -0.23
C 2.358 -3.171 1.938 -0.51 0.84 -0.03
C -1.965 -2.864 -0.264 -0.39 0.27 -0.19
C -3.877 -4.432 -0.171 1.00 0.06 0.75
C -3.832 -4.584 1.346 -0.45 -0.10 0.41
C -7.027 1.194 -1.310 -0.18 0.14 0.31
C 6.033 1.908 3.134 -0.06 -0.69 -0.70
C 1.228 3.643 -2.894 0.66 0.00 -0.14
C 0.037 -2.300 -4.090 0.02 -1.28 0.00
C 1.037 -0.933 -1.559 -1.00 -0.23 -0.13
C 2.971 6.070 -2.949 -0.50 0.41 0.19
C -5.667 1.848 -1.016 -1.68 -0.91 -0.81
C -4.646 2.096 -4.009 -0.68 -0.33 -0.53
Li -0.814 -1.043 3.482 -0.66 0.74 0.42
H -1.722 -1.886 -0.680 0.00 0.01 0.05
H 0.307 -2.533 1.712 -0.15 0.00 0.14
H -3.268 -1.897 -2.242 0.46 -0.24 -0.19
H -6.965 0.122 -1.106 -0.05 -0.04 -0.19
H 1.384 -1.217 1.963 -0.01 0.10 0.18
H 1.865 3.788 -3.785 -0.01 0.10 -0.06
H -4.604 1.792 -5.060 0.11 0.03 0.03
H 0.033 -3.615 -0.829 -0.08 0.32 0.28
H -0.559 -2.222 -3.180 -0.08 0.64 -0.13
H -5.747 -3.608 -2.053 -0.10 0.10 0.11
H -3.243 -3.666 -2.615 0.04 0.03 -0.14
H 6.071 0.872 0.529 0.20 0.49 -0.08
H 3.433 5.148 -3.296 0.06 0.05 -0.04
H -3.755 2.677 -3.786 0.01 0.04 0.10
H -5.602 -1.841 -1.779 0.13 -0.07 0.27
H 3.114 0.193 0.808 0.16 0.16 0.33
H -1.924 4.722 -2.404 0.17 -0.03 0.07
H 4.752 -1.110 2.277 -0.11 -0.01 0.09
H -2.861 -4.376 1.793 0.06 0.14 -0.19
H -4.103 -5.581 1.703 0.00 -0.12 -0.35
H 1.251 -0.044 -3.522 -0.19 0.04 0.00
H -5.321 -2.526 -3.350 0.11 -0.05 -0.01
H 3.824 0.704 -0.668 0.18 -0.05 -0.07
H -1.332 -3.760 -4.890 -0.08 -0.04 0.28
H -0.048 -1.024 -1.646 -0.02 0.42 0.21
H 5.613 -1.775 4.450 0.03 0.02 0.10
H -2.188 5.460 -3.961 0.09 -0.05 -0.09
H -0.107 -4.468 -3.802 0.04 0.05 0.05
H 0.242 -3.371 5.410 -0.17 0.58 -0.07
H 0.292 5.791 -4.263 0.06 -0.57 -0.17
H 7.759 1.685 1.816 0.10 0.06 0.00
H -0.303 6.622 -2.938 -0.28 -0.22 0.54
H 2.694 -0.708 -2.818 0.12 -0.30 -0.34
H -1.190 1.260 -1.265 -0.07 0.21 0.04
H 1.285 -1.797 -0.937 0.62 -0.05 -0.29
H -0.671 -5.201 3.986 -0.20 0.15 0.34
H 2.085 -3.030 -5.490 -0.06 0.10 -0.03
H 2.190 1.833 -2.255 -0.25 -0.09 0.16
H -4.887 -4.640 -0.515 -0.03 0.30 -0.11
H 2.002 -4.197 2.000 0.42 -0.19 -0.11
H 2.708 -2.920 0.934 -0.23 -0.31 -0.16
H 4.225 -1.464 -3.996 0.14 0.06 -0.25
H 5.748 2.895 2.759 -0.02 0.05 0.10
H 0.259 -4.010 -5.475 0.19 0.03 0.15
H 2.801 -2.002 4.515 0.26 0.29 -0.33
H 3.985 -3.155 -3.707 -0.40 -0.16 -0.07
H 0.410 -0.866 6.002 0.08 0.34 -0.07
H 6.477 -0.744 2.387 -0.03 -0.10 -0.29
H 3.005 3.238 -1.672 -0.10 0.24 0.04
H 6.241 -0.167 4.846 0.30 -0.05 -0.34
H -1.227 -4.255 -1.797 -0.26 -0.26 0.18
H -3.277 1.654 -0.208 0.11 0.04 0.18
H -1.428 3.881 -3.866 0.23 0.02 -0.07
H 4.376 -2.639 -5.341 0.22 0.20 0.08
H -7.774 1.602 -0.623 0.00 0.04 -0.04
H 4.535 -0.401 4.702 -0.05 -0.13 -0.05
H -3.223 2.770 -1.540 -0.45 0.11 0.11
H -7.407 1.365 -2.317 0.13 -0.10 -0.06
H 7.848 0.742 3.330 -0.06 -0.14 -0.28
H -4.030 0.113 -3.422 0.29 0.27 0.12
H 1.590 -2.054 6.539 -0.10 -0.16 -0.24
H 1.375 -4.106 4.331 -0.06 -0.13 0.08
H 2.199 -1.258 -5.411 0.38 -0.05 -0.37
H 3.725 6.688 -2.457 0.10 -0.08 -0.03
H -5.631 1.779 0.077 0.96 0.10 -0.14
H -5.787 2.911 -1.262 0.58 0.10 -0.09
H 2.128 -0.447 6.379 -0.24 0.32 -0.17
H 8.113 2.426 3.417 0.00 0.23 -0.34
H -0.268 -1.569 -4.853 -0.15 0.17 0.13
H -5.537 2.722 -3.926 0.15 0.19 0.16
H -4.568 -3.924 1.813 0.12 0.15 0.00
H 5.021 2.274 0.829 -0.32 -0.13 -0.08
H -1.869 1.415 -2.903 0.00 -0.01 0.00
H 1.430 2.812 -0.941 0.06 -0.34 0.12
H -3.224 -5.196 -0.614 -0.11 -0.08 -0.16
H 3.229 -2.999 2.572 -0.11 -0.22 0.27
H 2.019 -0.454 3.967 0.01 -0.11 -0.25
H -1.050 -4.752 -0.051 0.10 -0.38 -0.48
H 4.468 -0.716 0.138 0.10 0.03 0.06
H 0.400 3.042 -3.263 -0.27 0.12 0.30
H -1.616 -3.707 3.816 0.01 0.11 -0.12
H -1.827 -2.756 0.813 -0.09 0.10 -0.07
H 2.310 5.292 -1.085 -0.01 0.29 0.18
H 5.773 1.866 4.192 0.25 0.11 0.07
H 1.439 6.744 -1.576 -0.23 -0.06 0.03
H -5.690 0.289 -3.306 -0.29 0.45 0.12
H 1.265 -0.033 -0.992 -0.14 0.13 -0.01
H -2.186 -0.019 -1.923 0.09 0.02 -0.02
H -0.472 -4.317 2.562 0.01 0.47 -0.06
H 2.605 6.648 -3.800 0.05 -0.15 -0.13
```
Forces are in eV/Å.

Computed properties:
**Frontier orbital gap (spin up / spin down)**: 5.84 / 6.39 eV
**Multiplicity**: 4
**Highest occupied orbital energy (spin up / spin down)**: -4.53 / -5.08 eV
**Charge**: -1
**Energy relative to the best compared isomer or geometry (same formula, charge and spin)**: 199.64 kJ/mol

Löwdin population analysis, charges in e, atoms 1 to 6: number 1, Cs, carries 0.9965; number 2, Cs, carries 1.0778; number 3, Cr, carries 0.8470; number 4, S, carries 0.2853; number 5, S, carries 0.2561; number 6, P, carries 0.0400

Q: Among the records above, which one has the highest energy relative to the best compared isomer or geometry (same formula, charge and spin)?
A: C21H28ClF3GdN2O5S

Q: Which formula does entry 4 have?
A: C36H90CrCs2LiN6O12PS2